[1]
59
Properties=species:S:1:pos:R:3:forces:R:3 method="wB97M-V/def2-TZVPD" total_energy_ev=-94325.89212 spin_multiplicity=2 homo_ha="-0.4766 / -0.4755" lumo_ev="-6.8 / -7.7" charge=+2 gap_ev="6.14 / 5.25"
H 3.419207 -2.384570 -0.146256 -0.01 0.23 -0.10
C -0.490678 2.083725 -1.235088 0.24 0.19 -0.41
C -2.177367 -1.763323 -1.173944 0.05 -0.02 0.01
C -3.050195 0.419060 -0.624309 0.06 0.01 0.15
C 2.526992 -2.134955 0.426510 0.11 -0.16 0.17
H -0.833144 4.609195 -3.463979 0.00 0.00 0.00
H 0.425147 -2.728128 1.788978 -0.10 0.01 0.02
C 0.320743 -1.324782 -4.777851 -0.02 0.00 0.03
H -0.252882 -1.854601 -5.526288 -0.01 0.01 0.00
N 2.181784 -0.694913 0.368961 0.36 0.45 -0.70
C 2.330056 0.774912 4.708585 0.04 0.04 -0.05
C -0.777105 4.103581 -2.510154 0.00 0.01 0.05
C 2.389680 -0.315887 -4.066341 -0.02 -0.02 0.00
P -0.299551 0.313411 -1.106084 -1.06 -0.30 -0.93
H -1.366990 -2.394272 -1.520791 0.04 -0.05 0.07
H 1.430841 -3.946189 -0.073169 -0.09 0.00 0.23
Cl 0.644919 0.411142 8.295371 0.02 0.01 0.01
O 1.563306 0.271650 2.518088 -0.01 -0.57 -0.30
H 2.116780 -1.314574 -5.944105 0.00 0.00 0.01
N 0.234480 -2.389693 0.844204 0.03 -0.25 -0.19
C 2.119201 0.810994 6.071934 -0.08 -0.04 0.00
C -0.556463 2.736140 -2.469012 -0.08 0.00 0.04
C -0.923669 4.827866 -1.331952 0.00 0.01 -0.02
C 1.349511 0.301379 3.823527 -0.14 0.10 0.09
H -5.150254 0.501491 -0.216284 0.01 0.01 0.00
C -1.962628 -0.391052 -0.964262 -0.19 -0.01 -0.23
H -2.918166 1.483836 -0.482469 -0.01 0.01 -0.02
H -3.600812 -3.362440 -1.215761 0.01 0.01 0.00
H 1.056096 -2.544844 -1.076358 0.00 -0.03 0.00
C -0.287077 -0.942949 -3.589051 0.09 -0.04 -0.03
H -1.331052 -1.171473 -3.426490 0.02 0.05 -0.07
Cl -0.464347 2.004464 1.447693 0.16 0.23 -0.06
Cl -1.050505 -0.756980 3.298374 -0.30 -0.07 -0.21
C 0.451240 -0.257741 -2.622150 0.22 0.01 -0.19
H -0.678321 -2.756697 0.583979 -0.06 0.00 -0.03
C -0.844454 4.200599 -0.093908 0.00 0.02 -0.11
C -4.507953 -1.492089 -0.669294 -0.02 -0.06 -0.02
C 1.306841 -2.863267 -0.062365 0.09 -0.13 -0.12
C -4.313844 -0.133916 -0.473666 0.04 0.01 0.00
H -0.938233 4.755505 0.829055 0.00 0.00 0.00
Cl 3.827714 1.314623 4.043128 0.02 0.00 0.01
H -1.026923 -0.466505 6.179338 -0.01 0.00 -0.03
H 3.420290 -0.054712 -4.264852 0.00 0.01 0.01
Ru 0.252499 -0.326854 0.942818 0.53 0.35 2.51
C 1.652615 -1.019684 -5.012404 0.03 0.00 -0.03
C -3.439052 -2.308798 -1.029500 -0.04 0.04 0.03
H 2.719895 -0.147956 1.051482 -0.06 -0.07 0.11
C -0.619077 2.842170 -0.091745 0.01 0.03 0.40
H 2.364445 0.671417 -2.181220 -0.02 0.08 -0.02
H -5.496978 -1.917416 -0.563056 0.01 0.00 0.01
C 1.791893 0.067056 -2.878556 -0.06 0.01 0.01
C -0.090654 -0.117526 5.768235 0.03 0.00 0.07
H -1.089692 5.895980 -1.370771 0.00 0.00 -0.01
H 2.889500 1.182137 6.733105 0.01 0.00 -0.02
H 2.734563 -2.375393 1.471014 -0.03 -0.05 0.00
H -0.444455 2.175477 -3.388352 0.00 -0.01 0.01
C 0.909905 0.365898 6.592941 -0.04 -0.01 0.10
H 2.385343 -0.340141 -0.559399 0.15 -0.07 -0.02
C 0.167038 -0.129391 4.413915 0.09 0.03 -0.24



[2]
56
Properties=species:S:1:pos:R:3:forces:R:3 method="wB97M-V/def2-TZVPD" total_energy_ev=-50894.19612 homo_ha=-0.3227 lumo_ev=0.2 smiles="CCOC(=O)[C@H](/N=C/c1ccc(Cl)cc1)C(c1ccc(C)c(F)c1)c1ccc(C)c(F)c1" charge=0 gap_ev=9.00
C -3.732088 2.397732 1.185625 0.05 -0.39 -0.15
H 1.497547 -6.414822 -0.228064 0.13 0.11 0.07
C -0.357212 -2.001814 0.064163 0.24 -0.30 -0.11
F 0.816062 0.688853 -4.343109 -0.56 0.28 0.72
H -0.945410 -0.157289 2.068200 -0.03 -0.09 -0.31
C 3.937777 3.180064 1.764891 0.11 -0.60 0.14
H 1.837092 -6.022628 1.466136 0.12 -0.05 -0.12
H -2.186140 -0.960424 0.248966 0.21 0.07 -0.36
H 6.084334 0.703005 2.732249 -0.12 0.08 -0.02
C 5.150390 1.173454 2.442153 -0.15 0.31 0.00
C -0.192803 -2.606147 1.320302 0.04 0.17 -0.17
H 3.935121 -0.609319 2.685404 0.15 0.23 -0.16
N 0.630867 0.705298 0.976678 0.94 0.26 0.80
Cl 6.604125 3.422701 2.110438 0.39 0.26 0.09
H 0.939699 -0.197322 -1.885042 -0.28 0.10 -0.12
C -1.567844 1.846929 -5.242491 -0.14 0.29 -0.52
C -5.045510 1.949355 1.756353 -0.34 0.15 0.37
C -1.432279 1.276538 -3.875844 0.19 -0.34 0.28
C 3.966196 0.441980 2.394694 -0.31 0.47 -0.22
C 1.896455 -5.645831 0.442469 0.27 -0.57 0.19
H -3.289257 3.227041 1.749214 -0.15 -0.13 -0.25
C -2.514522 1.196183 -2.999273 0.18 0.06 0.20
H 3.934067 4.243378 1.572780 0.03 0.01 -0.06
C 2.765356 2.430205 1.666770 0.47 0.07 0.14
H -5.353818 0.966313 1.389743 0.13 0.15 -0.07
H -1.602777 1.068878 -6.017720 0.09 0.11 0.22
O -2.854465 1.245887 1.299055 0.40 0.70 -0.15
C 1.560556 0.282075 1.742577 -0.85 -0.51 -0.32
H 0.661762 -4.229660 2.442965 -0.04 0.07 -0.31
H -3.469545 1.646974 -3.268375 0.21 -0.16 -0.10
H -0.736466 2.514684 -5.485930 -0.12 -0.09 0.01
H -3.820447 2.679374 0.125048 0.20 -0.06 0.31
H -4.972015 1.903288 2.845557 -0.12 -0.10 -0.07
O -1.180496 2.620112 0.647163 -0.41 -0.87 0.42
C -0.044722 0.161072 -2.183930 -0.29 0.23 -0.42
C -0.735761 0.250155 1.064002 1.03 0.83 1.24
C 0.920216 -3.790339 -0.899492 -0.05 -0.13 -0.04
C 1.115515 -4.390294 0.340381 -0.26 0.34 -0.16
C -0.221839 0.739247 -3.443479 0.09 -0.46 0.18
H -2.502402 2.409298 -5.305873 0.12 0.01 -0.07
H 1.539725 -0.689111 2.277660 -0.39 0.38 0.10
H -5.819333 2.670711 1.498308 -0.09 0.02 0.05
C -2.393208 0.550345 -1.777022 0.10 -0.14 0.00
C 0.530625 -3.781522 1.455625 0.08 0.04 -0.30
H -0.615510 -2.135911 2.212566 0.11 -0.25 -0.34
C 5.136597 2.538266 2.110899 -1.09 -0.74 -0.07
F 1.476565 -4.394849 -2.001472 -0.41 0.45 0.74
C -1.571037 1.525422 0.977399 -0.11 0.60 -0.35
H 2.950090 -5.487680 0.185359 -0.17 -0.07 0.01
C -1.145099 -0.704083 -0.014910 -0.67 -0.57 -0.78
C 2.783870 1.058556 1.949909 0.61 0.21 -0.38
H 0.055139 -2.224667 -2.070931 0.01 -0.17 0.29
H -3.256926 0.454468 -1.115744 0.21 0.01 -0.26
C 0.182448 -2.630469 -1.069876 0.03 0.02 0.31
C -1.171737 0.010324 -1.364884 -0.05 -0.17 -0.08
H 1.822488 2.896028 1.381741 0.24 -0.14 -0.01



[3]
73
Properties=species:S:1:pos:R:3:forces:R:3 method="wB97M-V/def2-TZVPD" total_energy_ev=-108775.60785 homo_ha=-0.2331 lumo_ev=2.1 charge=-1 gap_ev=8.42
H 3.027186 2.563237 3.689907 -0.02 -0.03 0.05
C 0.957505 -0.368747 0.769665 0.23 -0.18 0.54
C 2.364508 0.529750 3.687249 -0.07 -0.08 -0.02
C 6.184242 -1.183195 1.976902 -0.03 0.01 -0.01
F 3.036340 3.118547 -4.518796 0.05 0.01 0.10
H 1.710943 1.051993 7.485589 0.01 0.00 -0.03
H 1.194592 -1.124666 6.415077 0.01 0.02 -0.02
C -2.941315 -1.881347 -3.144904 0.14 -0.15 0.00
N 1.963668 -0.802941 1.620137 0.10 0.09 -0.08
C -4.141376 -1.663073 2.314407 -0.03 0.05 -0.05
C 2.675788 0.307079 2.197690 -0.03 -0.03 -0.07
C 2.036970 1.457302 1.332637 -0.12 0.39 0.06
C -3.856366 -1.344896 -4.223268 -0.02 0.11 -0.01
H 7.003578 2.094599 1.872704 -0.02 -0.02 0.00
C -2.804171 -4.071665 2.250880 -0.02 0.00 -0.13
C -5.048639 -0.572067 0.315468 0.12 -0.16 0.11
H 4.541514 2.306702 1.965638 0.05 -0.09 -0.01
C -3.655469 -2.188393 3.506873 0.01 -0.01 0.01
C 4.196178 0.196614 2.041153 -0.04 -0.01 -0.01
H 1.924173 -1.739633 1.975796 -0.01 0.01 0.05
C 2.409883 1.936988 5.651689 -0.01 -0.05 -0.03
C 5.006898 1.328599 1.984881 0.05 0.03 0.02
F -1.421985 5.238063 -4.383513 -0.02 0.07 0.01
H 8.064608 -0.146035 1.881731 -0.02 0.00 0.00
H -3.152261 -4.052843 0.117913 0.00 0.01 0.06
H 4.193643 -1.953407 2.061667 0.00 0.02 -0.01
H -2.588126 -3.823627 4.376004 -0.02 0.02 -0.03
H -5.264939 0.063743 -1.928387 -0.05 0.11 0.16
C -3.967897 -2.329824 1.095389 -0.03 0.04 -0.11
H -1.739768 -3.052864 -4.313943 0.02 0.00 -0.02
H -4.673216 -2.051655 -4.367272 -0.06 -0.02 -0.02
C 1.836690 -0.494000 4.468301 -0.01 0.04 0.07
C 6.986274 -0.051836 1.926034 -0.06 0.05 -0.01
H 2.626306 2.897669 6.104209 0.00 -0.02 -0.02
S 0.939221 1.550936 -4.818872 0.17 0.16 -0.19
C 4.802096 -1.057863 2.031953 0.02 0.05 0.00
H 1.582661 -1.447973 4.024437 0.01 0.02 -0.01
F 1.709313 3.034563 -2.803234 0.07 -0.02 0.06
N -2.377514 -3.177131 -3.535989 -0.08 0.11 -0.01
H -2.266633 -5.012542 2.241899 -0.03 0.04 -0.02
C -3.290740 -3.547835 1.066390 0.02 -0.03 0.02
N -0.046262 2.756937 -5.031919 0.09 -0.05 -0.19
C 2.260837 2.322515 -3.785569 -0.27 0.11 -0.26
N 1.010897 0.988579 0.587761 0.74 -0.32 0.64
H -3.306588 -1.270043 -5.169005 0.01 -0.02 -0.05
Cs -0.650755 0.805064 -1.588539 -0.77 -0.56 1.67
O 2.432610 2.614654 1.395995 -0.09 -0.21 0.02
C 6.389887 1.202691 1.924588 -0.06 -0.07 0.00
O 0.398279 0.557951 -3.919026 0.46 -0.40 -1.31
C 2.646569 1.751275 4.296770 0.01 0.02 0.02
H -2.163020 -1.136751 -2.937914 -0.05 0.02 -0.10
N -4.408512 -0.047030 -3.807538 0.00 -0.08 0.05
F -1.919846 4.529333 -6.368019 -0.04 0.07 -0.03
H 6.632624 -2.170343 1.972371 -0.01 0.03 0.00
O -1.756126 2.538933 -3.177448 -0.63 0.90 -0.67
C -2.985193 -3.398644 3.461828 -0.03 0.07 0.03
O 0.154332 -1.161754 0.274313 0.06 -0.05 0.09
S -1.545253 2.624332 -4.602847 -0.22 0.16 -0.26
S -4.984927 -0.171551 2.024245 0.00 0.02 0.04
H -1.824653 -3.548859 -2.774212 0.02 -0.02 0.02
F 2.993890 1.352426 -3.253241 0.23 -0.01 0.04
H -5.077370 0.271632 -4.499838 -0.01 -0.01 0.02
S -5.819609 0.558992 -0.766769 0.07 -0.07 -0.22
N -4.503995 -1.688358 -0.018921 0.05 -0.02 0.10
C 1.606072 -0.311394 5.828473 0.02 0.02 -0.08
C -2.089433 4.313301 -5.066706 0.16 -0.09 -0.01
H -3.785499 -1.660720 4.443310 0.00 -0.01 -0.03
H -3.515689 -2.006264 -2.230099 -0.02 -0.04 0.08
H -3.665332 0.646828 -3.833630 -0.03 0.00 -0.01
C 1.893517 0.904949 6.427520 0.02 0.03 -0.06
O -2.342902 1.740877 -5.410766 0.05 -0.03 -0.01
F -3.386856 4.415086 -4.778586 -0.13 0.10 0.01
O 1.573924 1.139014 -6.028707 0.09 -0.05 0.07